A 2-piece molecular cluster, C18H28N2O9 overall, computed with the ωB97M-V functional and the def2-TZVPD basis.

The geometry in XYZ format:
```
57
Properties=species:S:1:pos:R:3:lowdin_charge:R:1
O -6.487 -3.694 2.345 0.04
O -5.194 -0.754 5.157 0.06
O -0.299 -2.355 -1.996 0.05
O 1.247 3.247 -2.107 -0.06
O 7.014 2.450 -5.187 -0.02
O 5.284 0.396 -4.405 -0.01
O 2.795 1.726 -4.983 0.01
O 3.995 3.721 -2.079 0.03
O 3.975 4.396 -4.297 -0.03
C -5.625 -3.380 3.149 -0.54
C -4.104 -1.301 5.040 -0.48
C -1.484 -3.014 -0.013 -0.01
C -0.975 -0.667 -0.439 0.00
C -2.118 -2.656 1.192 -0.03
C -1.614 -0.311 0.764 -0.03
C -0.911 -2.018 -0.832 -0.32
C -2.195 -1.300 1.584 -0.22
N -3.293 -1.369 6.101 0.03
N -4.785 -2.383 2.876 0.12
C -5.497 -4.155 4.446 0.02
C -1.971 -1.993 6.178 -0.06
C 5.373 4.156 -4.540 -0.11
C 1.883 3.905 -3.219 -0.14
C 5.610 2.716 -5.020 -0.29
C 5.035 1.744 -3.986 -0.26
C 3.534 2.024 -3.779 -0.20
C 3.365 3.510 -3.346 -0.45
C -2.860 -0.858 2.884 -0.09
C -3.658 -1.902 3.689 -0.23
H -0.400 -3.284 -2.203 0.10
H 1.404 3.757 -1.292 0.10
H 7.380 2.996 -5.905 0.11
H 6.192 0.356 -4.758 0.10
H 1.839 1.717 -4.807 0.10
H 3.622 3.102 -1.432 0.11
H -1.436 -4.050 -0.309 0.11
H -0.530 0.087 -1.072 0.11
H -2.544 -3.437 1.803 0.10
H -1.660 0.728 1.059 0.11
H -3.665 -0.945 6.938 0.15
H -4.975 -1.895 2.015 0.16
H -6.172 -5.009 4.404 0.09
H -5.792 -3.514 5.274 0.08
H -4.476 -4.506 4.576 0.08
H -2.054 -3.071 6.023 0.08
H -1.537 -1.814 7.164 0.09
H -1.304 -1.568 5.426 0.08
H 5.726 4.855 -5.305 0.13
H 5.952 4.343 -3.630 0.13
H 1.355 3.662 -4.145 0.13
H 1.814 4.990 -3.086 0.14
H 5.097 2.570 -5.977 0.16
H 5.555 1.910 -3.037 0.16
H 3.171 1.374 -2.977 0.16
H -3.529 -0.027 2.655 0.13
H -2.072 -0.462 3.524 0.12
H -3.001 -2.746 3.895 0.12
```

Values from the calculation:
Gap between HOMO and LUMO (Ha): 0.3285
Structure (SMILES): OC[C@]1(O)OC[C@@H](O)[C@H](O)[C@@H]1O.CNC(=O)[C@H](Cc1ccc(O)cc1)NC(C)=O
Highest occupied orbital energy (hartree): -0.3175
LUMO (eV): 0.3

***

One molecule with the formula C21H18FN3OS, computed with the ωB97M-V functional and the def2-TZVPD basis.

The geometry in XYZ format:
```
45
Properties=species:S:1:pos:R:3:lowdin_charge:R:1
C 1.577 -3.341 3.394 -0.01
C 1.240 -2.297 2.390 -0.25
C 2.051 -1.572 1.574 0.02
C 1.228 -0.757 0.740 -0.16
C -0.089 -1.011 1.110 -0.18
N -0.063 -1.936 2.114 0.04
C -1.203 -2.477 2.732 -0.15
C -2.151 -3.166 1.981 0.00
C -3.271 -3.706 2.585 -0.07
C -3.463 -3.569 3.951 -0.07
C -2.537 -2.882 4.715 0.00
C -1.424 -2.340 4.101 -0.20
F -0.543 -1.646 4.850 0.08
H -2.667 -2.751 5.778 0.12
H -4.335 -3.994 4.422 0.11
H -3.994 -4.238 1.988 0.11
H -1.990 -3.275 0.920 0.13
C -1.348 -0.320 0.733 -0.02
H -1.855 -0.819 -0.094 0.07
H -2.029 -0.283 1.582 0.09
H -1.127 0.696 0.412 0.09
C 1.746 0.126 -0.250 0.06
C 1.177 0.516 -1.420 -0.13
C -0.011 -0.026 -1.924 -0.22
N -0.956 -0.482 -2.399 0.18
C 1.914 1.496 -2.272 -0.46
O 2.950 2.020 -1.908 0.06
N 1.351 1.731 -3.481 0.08
H 0.457 1.320 -3.704 0.12
C 1.887 2.718 -4.397 -0.18
C 1.059 3.962 -4.396 -0.53
C 1.067 4.967 -3.479 -0.13
C 0.109 5.970 -3.750 -0.19
C -0.617 5.709 -4.866 -0.42
S -0.150 4.232 -5.610 1.02
H -1.401 6.292 -5.306 0.06
H -0.028 6.845 -3.141 0.10
H 1.740 4.986 -2.641 0.12
H 1.934 2.289 -5.402 0.12
H 2.898 2.943 -4.043 0.13
H 2.742 0.517 -0.069 0.13
H 3.120 -1.627 1.527 0.12
H 2.599 -3.675 3.238 0.08
H 1.498 -2.951 4.409 0.08
H 0.907 -4.196 3.303 0.09
```

Values from the calculation:
Gap between HOMO and LUMO (Ha): 0.3004
Structure (SMILES): Cc1cc(/C=C(\C#N)C(=O)NCc2cccs2)c(C)n1-c1ccccc1F
Energy relative to the best compared isomer or geometry (same formula, charge and spin) (eV): 0.0000
Highest occupied orbital energy (hartree): -0.2992
LUMO (eV): 0.0

***

A 2-piece molecular cluster, C13H6N5O7 overall, computed with the ωB97M-V functional and the def2-TZVPD basis.

The geometry in XYZ format:
```
31
Properties=species:S:1:pos:R:3:lowdin_charge:R:1
N -0.612 4.860 -2.955 0.16
C -0.117 4.130 -2.188 -0.17
C 0.473 3.190 -1.281 -0.15
C 0.311 3.065 0.101 0.09
C 1.011 2.041 0.819 -0.12
N 1.024 2.182 2.252 -0.31
O 0.300 3.072 2.761 0.03
O 1.759 1.448 2.942 0.09
C 1.756 1.043 0.158 0.12
C 1.883 1.177 -1.214 -0.08
N 2.621 0.450 -2.167 -0.13
O 3.404 -0.478 -2.106 0.10
O 2.347 1.090 -3.436 0.03
N 1.485 2.175 -3.279 0.14
C 1.255 2.205 -1.945 -0.21
H -0.293 3.782 0.652 0.13
H 2.222 0.210 0.671 0.13
O 0.717 -1.452 1.034 -0.04
C -0.483 -1.731 0.867 -0.39
C -1.052 -3.029 1.324 -0.11
N -0.244 -3.859 2.194 -0.34
O 0.332 -3.363 3.175 0.04
O -0.193 -5.078 1.907 0.00
C -2.197 -3.550 0.741 -0.06
C -2.998 -2.750 -0.071 -0.15
C -2.596 -1.440 -0.390 -0.13
C -1.426 -0.919 0.111 -0.04
H -2.445 -4.589 0.955 0.11
H -3.933 -3.154 -0.447 0.08
H -3.203 -0.824 -1.054 0.09
H -1.108 0.095 -0.131 0.08
```

Values from the calculation:
Gap between HOMO and LUMO (Ha): 0.1578
Energy relative to the best compared isomer or geometry (same formula, charge and spin) (eV): 0.2241
Highest occupied orbital energy (hartree): -0.1541
Total charge: -1
LUMO (eV): 0.1

***

C43H51N4Sm as an isolated structure, computed with the ωB97M-V functional and the def2-TZVPD basis.

The geometry in XYZ format:
```
99
Properties=species:S:1:pos:R:3:lowdin_charge:R:1
Sm -0.522 -0.238 -0.489 1.79
C 3.236 -5.519 -0.420 -0.09
C 3.889 -4.191 0.027 -0.20
C 3.143 -2.946 -0.306 -0.09
C 3.353 -2.179 -1.411 -0.13
C 4.402 -2.391 -2.465 -0.22
C 5.762 -1.781 -2.151 -0.09
C 2.527 -0.982 -1.322 -0.25
C 2.581 0.131 -2.101 0.04
C 1.852 1.331 -2.066 -0.27
C 2.005 2.443 -2.938 -0.12
C 3.046 2.629 -4.042 -0.17
C 4.442 2.802 -3.441 -0.09
C 1.086 3.379 -2.486 -0.11
C 0.359 2.791 -1.412 -0.25
C -0.734 3.368 -0.706 0.07
C -1.453 2.782 0.315 -0.22
N -1.281 1.505 0.825 -0.06
C -2.234 1.233 1.739 -0.26
C -2.288 0.132 2.590 0.05
C -1.497 -1.013 2.634 -0.26
N -0.418 -1.158 1.856 0.01
C 0.222 -2.304 2.217 -0.23
C 1.306 -2.817 1.494 0.05
C 1.962 -2.262 0.375 -0.21
N 1.659 -1.157 -0.289 -0.03
C -0.515 -2.928 3.307 -0.14
C -1.593 -2.146 3.544 -0.12
C -2.688 -2.210 4.592 -0.18
C -2.244 -1.495 5.889 -0.07
C -0.146 -4.185 4.047 -0.17
C -0.752 -5.414 3.261 -0.07
C -3.122 2.360 1.783 -0.15
C -2.685 3.323 0.904 -0.11
C -3.457 4.540 0.420 -0.22
C -4.258 4.310 -0.843 -0.09
C -4.232 2.502 2.776 -0.21
C -3.703 3.107 4.074 -0.09
N 0.874 1.562 -1.159 -0.02
C 0.742 4.718 -3.194 -0.17
C 0.999 5.987 -2.340 -0.10
H 3.857 -6.360 -0.130 0.06
H 3.126 -5.604 -1.537 0.08
H 2.208 -5.644 0.018 0.08
H 4.803 -4.143 -0.537 0.08
H 4.157 -4.278 1.114 0.13
H 4.085 -1.952 -3.441 0.11
H 4.517 -3.439 -2.788 0.11
H 5.621 -0.681 -2.102 0.08
H 6.377 -1.996 -3.006 0.06
H 6.160 -2.141 -1.190 0.08
H 3.311 0.064 -2.889 0.10
H 2.788 3.512 -4.614 0.09
H 3.008 1.726 -4.674 0.11
H 4.597 3.756 -2.911 0.08
H 5.172 2.691 -4.234 0.07
H 4.673 2.055 -2.665 0.07
H -1.032 4.366 -1.042 0.11
H -3.139 0.054 3.286 0.11
H 1.627 -3.771 1.874 0.10
H -2.951 -3.252 4.806 0.11
H -3.611 -1.830 4.158 0.10
H -1.417 -2.083 6.285 0.07
H -3.044 -1.433 6.629 0.07
H -1.919 -0.518 5.626 0.06
H -0.538 -4.089 5.028 0.08
H 0.976 -4.306 4.114 0.12
H -1.873 -5.343 3.326 0.08
H -0.482 -6.386 3.696 0.07
H -0.515 -5.322 2.205 0.06
H -2.688 5.335 0.326 0.11
H -4.054 4.835 1.333 0.12
H -3.539 4.098 -1.646 0.07
H -4.868 5.220 -1.064 0.08
H -4.983 3.444 -0.726 0.10
H -4.732 1.537 2.936 0.11
H -5.006 3.174 2.404 0.10
H -2.868 2.558 4.506 0.07
H -4.514 3.168 4.874 0.09
H -3.300 4.099 3.874 0.07
H -0.297 4.689 -3.559 0.11
H 1.307 4.854 -4.121 0.09
H 0.307 6.093 -1.470 0.07
H 0.819 6.906 -2.917 0.07
H 1.991 6.019 -1.914 0.07
C -1.632 -3.078 -0.812 -0.05
C -1.798 -2.128 -1.777 -0.49
C -0.791 -1.843 -2.739 -0.14
C -0.679 -0.594 -3.325 -0.16
C -1.603 0.453 -3.104 -0.17
C -2.711 0.127 -2.304 -0.17
C -2.857 -1.095 -1.645 -0.13
H -0.815 -3.837 -0.889 0.07
H -2.378 -3.298 -0.017 0.07
H -0.050 -2.635 -2.967 0.13
H 0.205 -0.359 -3.946 0.12
H -1.475 1.356 -3.725 0.11
H -3.413 0.922 -2.115 0.10
H -3.743 -1.293 -0.967 0.13
```

Values from the calculation:
⟨S²⟩: 8.761
Gap between HOMO and LUMO (alpha / beta) (Ha): 0.2025 / 0.2041
Highest occupied orbital energy (alpha / beta) (hartree): -0.2365 / -0.2386
Spin multiplicity: 6
LUMO (alpha / beta) (eV): -0.9 / -0.9

***

C26H14Cl5N4NaO2S4Se as an isolated structure, computed with the ωB97M-V functional and the def2-TZVPD basis.

The geometry in XYZ format:
```
57
Properties=species:S:1:pos:R:3:lowdin_charge:R:1
Na -0.105 1.283 -0.142 -0.01
Se -3.922 -3.282 5.294 1.02
N -3.563 -1.528 5.205 -0.24
C -3.007 -1.307 4.050 -0.33
C -2.553 0.005 3.604 -0.10
C -2.623 1.136 4.415 -0.01
C -2.137 2.329 3.930 -0.03
C -1.613 2.364 2.637 -0.11
N -1.576 1.304 1.849 0.13
C -2.007 0.137 2.324 -0.15
C -1.835 -1.049 1.444 -0.13
N -1.249 -0.841 0.266 0.14
C -1.031 -1.873 -0.534 -0.08
C -1.390 -3.179 -0.194 -0.03
C -2.000 -3.405 1.020 -0.01
C -2.232 -2.321 1.865 -0.09
C -2.850 -2.470 3.179 -0.33
N -3.283 -3.602 3.650 -0.24
H -3.035 1.053 5.412 0.11
H -2.141 3.227 4.533 0.10
H -1.170 3.264 2.224 0.09
H -0.539 -1.654 -1.478 0.10
H -1.175 -3.988 -0.879 0.10
H -2.290 -4.398 1.337 0.11
Cl -3.690 5.307 -5.619 0.59
C -2.817 4.234 -4.571 -0.74
C -2.615 4.554 -3.228 -0.71
Cl -3.254 6.044 -2.609 0.63
C -1.918 3.707 -2.391 -0.59
Cl -1.648 4.108 -0.730 0.72
C -1.368 2.458 -2.833 -0.50
O -0.744 1.678 -2.076 -0.14
C -1.599 2.174 -4.221 -0.61
Cl -0.945 0.687 -4.802 0.69
C -2.294 3.032 -5.048 -0.71
Cl -2.528 2.615 -6.719 0.62
S 4.290 1.828 1.882 0.25
C 2.599 1.752 1.646 -1.88
S 1.715 0.322 2.070 0.33
S 1.770 3.068 0.880 0.31
C 3.224 0.815 -1.882 -0.22
S 2.077 -0.515 -1.533 0.88
O 1.601 -1.091 -2.837 -0.55
C 3.278 -1.712 -0.923 -0.36
C 4.051 -1.473 0.207 -0.10
C 4.932 -2.458 0.628 -0.08
C 5.031 -3.664 -0.054 -0.12
C 4.247 -3.890 -1.176 -0.11
C 3.366 -2.909 -1.615 -0.09
H 3.978 0.461 -2.584 0.06
H 3.655 1.150 -0.934 0.02
H 2.631 1.627 -2.302 0.05
H 3.988 -0.543 0.767 0.00
H 5.533 -2.268 1.509 0.10
H 5.716 -4.429 0.293 0.09
H 4.321 -4.828 -1.716 0.09
H 2.745 -3.045 -2.491 0.09
```

Values from the calculation:
Gap between HOMO and LUMO (Ha): 0.1359
Energy relative to the best compared isomer or geometry (same formula, charge and spin) (eV): 0.0718
Highest occupied orbital energy (hartree): -0.0239
Total charge: -2
LUMO (eV): 3.0

***

A 8-piece molecular cluster, C39H75F3NO16S overall, computed with the ωB97M-V functional and the def2-TZVPD basis.

The geometry in XYZ format:
```
135
Properties=species:S:1:pos:R:3:lowdin_charge:R:1
C 0.811 1.774 -5.567 -0.02
C 0.650 0.492 -4.745 -0.45
C 2.031 -0.214 -4.728 -0.02
C 0.180 0.878 -3.320 -0.14
C -0.791 -0.111 -2.666 -0.65
S -1.349 0.707 -1.117 0.88
C -0.076 -1.455 -2.371 -0.12
O 0.136 -1.726 -0.974 0.00
C 1.407 -1.794 -0.579 -0.72
F 2.117 -0.693 -0.896 0.15
F 2.078 -2.837 -1.130 0.15
F 1.438 -1.949 0.741 0.18
C -2.026 -0.359 -3.554 -0.13
C -1.759 -0.422 -5.082 -0.46
C -2.401 0.783 -5.781 -0.02
C -2.386 -1.707 -5.646 -0.03
N -0.297 -0.475 -5.376 -0.13
O -0.014 -0.747 -6.596 -0.01
H 1.160 1.556 -6.582 0.09
H -0.090 2.391 -5.589 0.08
H 1.588 2.356 -5.061 0.07
H 2.692 0.264 -3.998 0.08
H 2.500 -0.129 -5.714 0.08
H 1.934 -1.282 -4.518 0.08
H -0.264 1.880 -3.327 0.11
H 1.074 0.956 -2.688 0.11
H -2.665 0.460 -1.134 -0.11
H 0.882 -1.491 -2.888 0.10
H -0.691 -2.281 -2.742 0.14
H -2.733 0.458 -3.377 0.11
H -2.503 -1.286 -3.224 0.10
H -2.182 0.780 -6.854 0.09
H -3.489 0.702 -5.656 0.09
H -2.099 1.738 -5.335 0.08
H -3.417 -1.784 -5.279 0.09
H -1.834 -2.589 -5.309 0.09
H -2.412 -1.691 -6.737 0.08
O 2.492 3.736 -3.332 0.08
C 3.650 3.959 -3.571 -0.52
O 3.939 4.969 -4.410 0.00
C 5.281 5.384 -4.688 -0.23
C 5.921 4.547 -5.774 -0.06
C 4.755 3.100 -3.005 0.02
H 5.874 5.391 -3.772 0.11
H 5.179 6.419 -5.011 0.12
H 6.020 3.504 -5.476 0.05
H 6.918 4.927 -6.002 0.08
H 5.316 4.589 -6.680 0.09
H 4.840 2.198 -3.609 0.08
H 4.460 2.819 -1.997 0.09
H 5.732 3.573 -2.969 0.07
O -5.099 5.579 2.271 0.09
C -3.959 5.232 2.435 -0.53
O -3.137 5.198 1.371 0.00
C -1.741 4.884 1.499 -0.23
C -1.492 3.392 1.502 -0.07
C -3.449 4.794 3.791 0.02
H -1.311 5.370 2.370 0.08
H -1.279 5.332 0.620 0.13
H -1.965 2.909 2.358 0.07
H -0.422 3.185 1.545 0.08
H -1.892 2.938 0.598 0.03
H -3.744 3.756 3.942 0.09
H -3.944 5.403 4.543 0.09
H -2.374 4.878 3.922 0.05
O -4.004 -1.992 -1.409 0.08
C -3.558 -2.750 -0.585 -0.52
O -3.444 -4.049 -0.910 0.00
C -2.812 -5.001 -0.040 -0.23
C -3.748 -5.488 1.042 -0.06
C -3.152 -2.276 0.790 0.03
H -1.894 -4.581 0.372 0.11
H -2.522 -5.818 -0.698 0.12
H -4.060 -4.675 1.696 0.05
H -3.259 -6.237 1.663 0.08
H -4.642 -5.927 0.597 0.09
H -4.031 -2.215 1.430 0.08
H -2.735 -1.281 0.666 0.06
H -2.409 -2.896 1.281 0.08
O 7.256 1.514 -4.430 0.10
C 8.131 1.216 -5.199 -0.52
O 8.237 1.916 -6.343 -0.01
C 9.294 1.712 -7.289 -0.23
C 9.003 0.565 -8.233 -0.06
C 9.059 0.055 -4.934 0.02
H 10.248 1.592 -6.773 0.11
H 9.344 2.649 -7.839 0.12
H 8.929 -0.385 -7.704 0.07
H 9.796 0.481 -8.976 0.08
H 8.059 0.736 -8.749 0.09
H 8.544 -0.860 -5.223 0.10
H 9.250 0.016 -3.865 0.09
H 10.009 0.103 -5.459 0.07
O 0.200 5.047 3.999 0.09
C 1.342 5.322 3.744 -0.51
O 1.572 6.362 2.924 0.01
C 2.887 6.822 2.594 -0.23
C 3.497 6.029 1.457 -0.06
C 2.493 4.489 4.254 0.02
H 3.522 6.831 3.480 0.11
H 2.740 7.858 2.295 0.12
H 3.637 4.982 1.724 0.07
H 4.468 6.446 1.189 0.08
H 2.847 6.068 0.583 0.09
H 2.591 3.617 3.607 0.10
H 2.242 4.147 5.254 0.09
H 3.447 5.008 4.289 0.07
O -3.526 -5.578 4.369 0.10
C -4.296 -4.750 4.773 -0.52
O -4.447 -3.618 4.051 -0.02
C -5.413 -2.611 4.379 -0.23
C -4.903 -1.650 5.431 -0.06
C -5.045 -4.918 6.072 0.02
H -6.360 -3.070 4.663 0.11
H -5.583 -2.085 3.441 0.12
H -4.709 -2.154 6.377 0.07
H -5.637 -0.864 5.607 0.08
H -3.973 -1.189 5.097 0.08
H -4.380 -4.641 6.889 0.09
H -5.303 -5.968 6.183 0.09
H -5.956 -4.334 6.155 0.07
O -7.387 -6.094 9.721 0.11
C -6.307 -6.467 10.086 -0.53
O -5.300 -6.483 9.187 -0.02
C -3.943 -6.778 9.536 -0.24
C -3.675 -8.267 9.593 -0.06
C -6.063 -6.957 11.493 0.01
H -3.669 -6.272 10.462 0.11
H -3.357 -6.326 8.737 0.12
H -4.263 -8.754 10.372 0.07
H -2.620 -8.451 9.796 0.08
H -3.931 -8.730 8.640 0.09
H -6.392 -7.994 11.552 0.10
H -6.678 -6.364 12.165 0.09
H -5.029 -6.900 11.822 0.07
```

Values from the calculation:
⟨S²⟩: 0.754
Gap between HOMO and LUMO (alpha / beta) (Ha): 0.3054 / 0.3377
Highest occupied orbital energy (alpha / beta) (hartree): -0.2898 / -0.3221
Spin multiplicity: 2
LUMO (alpha / beta) (eV): 0.4 / 0.4

***

| no. | electronic energy (eV) |
| --- | --- |
| 1 | -40527.7722 |
| 2 | -42139.7063 |
| 3 | -35351.9018 |
| 4 | -69284.9871 |
| 5 | -212964.8148 |
| 6 | -94896.6358 |